# C17H29ClSi2Ti

C17H29ClSi2Ti as an isolated structure at a distorted geometry (ωB97M-V/def2-TZVPD, the OMol25 dataset).

HOMO (alpha / beta) = 0.51 / -0.35 eV
orbital gap (alpha / beta) = 4.2 / 5.0 eV
LUMO energy (alpha / beta) = 4.658 / 4.635 eV
multiplicity = 3
total charge = -2
⟨S²⟩ = 2.005

```
50
Properties=species:S:1:pos:R:3:mulliken_spin:R:1
C 0.7629 0.7918 -1.7558 0.03
C 1.2780 -0.4934 -1.3533 -0.04
C 2.0973 -0.2779 -0.1669 0.16
H 1.1030 -1.4313 -1.8484 0.02
C 2.1278 1.1347 0.0972 -0.11
C 1.2464 1.7916 -0.8518 0.10
H 1.0608 2.8496 -0.9545 0.01
H 0.1393 1.0255 -2.6191 0.01
H 2.6584 -1.0360 0.3708 0.03
H 2.7041 1.6465 0.8784 0.00
Ti -0.0157 0.3154 0.2991 1.67
Cl -1.9088 -0.2153 -0.7664 0.03
C -0.5008 -4.6226 2.4454 0.00
C 0.6327 -4.2392 3.2356 0.00
C 1.8151 -4.6108 2.5219 0.00
H 0.5942 -3.7710 4.2148 0.00
C 1.4150 -5.2331 1.2956 0.00
C -0.0167 -5.2360 1.2478 0.00
H -0.6327 -5.6653 0.4582 0.00
H -1.5421 -4.4899 2.7252 0.00
H 2.8375 -4.4796 2.8730 0.00
H 2.0813 -5.6609 0.5499 0.00
C -3.1835 0.7365 2.6570 0.00
Si -1.3595 0.5083 3.0247 -0.06
C -1.1031 1.0057 4.8099 0.01
C -0.9597 -1.3280 2.8842 0.07
C -0.2877 1.5682 1.9027 0.08
Si -0.7050 3.4027 1.7167 -0.04
C -1.4338 4.1109 3.3134 0.00
C 0.8488 4.3859 1.3510 0.00
C -1.9501 3.6838 0.3454 0.02
H -3.7567 0.2519 3.4615 0.00
H -3.4597 0.2741 1.6995 0.00
H -3.4501 1.8006 2.6300 0.00
H -1.6837 0.3191 5.4461 0.00
H -0.0423 0.9366 5.0975 0.00
H -1.4539 2.0302 4.9970 0.00
H -1.2239 -1.7904 1.9191 0.00
H 0.0995 -1.5379 3.0890 0.00
H -1.5400 -1.8638 3.6538 0.01
H 0.7425 1.5200 2.3523 -0.01
H -0.7270 4.0177 4.1498 0.00
H -1.6291 5.1803 3.1429 0.00
H -2.3784 3.6327 3.5999 0.00
H 1.2759 4.1931 0.3593 0.00
H 0.6000 5.4599 1.3955 0.00
H 1.6294 4.1779 2.0998 0.00
H -1.5307 3.3831 -0.6221 0.00
H -2.8774 3.1187 0.5043 0.00
H -2.1997 4.7583 0.3100 0.00
```

***

# C6H9NO2

One molecule with the formula C6H9NO2 at a distorted geometry (ωB97M-V/def2-TZVPD, the OMol25 dataset).

HOMO = -9.48 eV
orbital gap = 9.6 eV
LUMO energy = 0.071 eV
total charge = 0

```
18
Properties=species:S:1:pos:R:3:nbo_charge:R:1
C -0.8365 0.3025 0.3019 -0.35
C -0.2837 1.2713 1.3497 -0.60
C 1.5671 -1.2108 0.2968 0.77
C -0.0996 -0.9737 0.2580 0.37
C -0.6706 0.8136 -1.1262 -0.19
C 0.4514 1.3110 -1.6130 -0.35
O 1.7700 -2.4128 0.1514 -0.71
N -0.6299 -2.1208 0.0609 -0.67
O 2.2455 -0.2248 0.4361 -0.66
H 0.1640 -2.8357 0.0063 0.46
H -1.9050 0.1247 0.4849 0.21
H -1.6175 -2.3253 -0.0327 0.40
H -1.5565 0.7294 -1.7421 0.21
H -0.7300 2.2531 1.2130 0.22
H 0.7944 1.3467 1.2576 0.26
H -0.5210 0.9122 2.3488 0.21
H 1.3538 1.3611 -1.0269 0.23
H 0.5042 1.6784 -2.6247 0.21
```

***

# C5H11NO2

One molecule with the formula C5H11NO2 at a distorted geometry (ωB97M-V/def2-TZVPD, the OMol25 dataset).

HOMO = -9.28 eV
SMILES = CC[C@@H](C)NC(=O)O
orbital gap = 10.0 eV
LUMO energy = 0.725 eV
total charge = 0

```
19
Properties=species:S:1:pos:R:3:nbo_charge:R:1
C 0.6339 1.5218 1.4260 -0.65
C 0.1806 0.2946 0.3454 -0.03
C 0.1112 1.0893 -1.0520 -0.40
C 0.1341 0.0714 -2.2087 -0.63
N -0.8148 -0.5572 0.8081 -0.66
C -0.4766 -1.9147 0.7860 0.89
O -1.3156 -2.5058 1.6656 -0.69
O 0.3364 -2.4685 0.0420 -0.63
H -0.0485 1.9094 2.1890 0.21
H 0.8697 2.4346 0.8579 0.20
H 1.7279 1.1475 1.7982 0.21
H 1.0871 -0.3191 0.2159 0.21
H 0.9246 1.8190 -1.0691 0.21
H -0.8730 1.6462 -1.0117 0.19
H 0.4352 0.5181 -3.1309 0.21
H -0.8397 -0.4083 -2.3193 0.21
H 0.9380 -0.6452 -2.1335 0.22
H -1.6316 -0.2267 1.4014 0.42
H -1.3790 -3.4064 1.3897 0.49
```

***

# C18H42F2K2N7O10S2

C18H42F2K2N7O10S2 as an isolated structure at a distorted geometry (ωB97M-V/def2-TZVPD, the OMol25 dataset).

HOMO (alpha / beta) = -4.63 / -8.40 eV
orbital gap (alpha / beta) = 4.0 / 7.7 eV
LUMO energy (alpha / beta) = -0.625 / -0.751 eV
multiplicity = 2
total charge = 0
⟨S²⟩ = 0.751

```
83
Properties=species:S:1:pos:R:3:mulliken_spin:R:1
K -1.5796 0.7586 -3.9464 0.45
K -4.5656 0.3085 -1.7719 0.75
N -1.8013 -0.5511 -1.5649 0.00
S -1.4317 -0.0514 -0.0140 -0.21
O -0.0290 -0.0681 0.4355 0.08
O -2.3934 -0.2072 1.0736 0.01
F -1.4352 1.5198 -0.4288 -0.05
S -1.3464 -1.9732 -1.2267 -0.05
O -2.2382 -2.7083 -0.2693 0.01
O 0.0679 -2.3157 -1.3779 0.02
F -1.9786 -2.5172 -2.5962 -0.04
C -2.2300 -7.9899 -2.0338 0.00
O -1.1925 -8.6112 -1.8531 0.00
N -2.2357 -6.6135 -1.7850 0.00
C -3.4256 -5.8337 -1.9761 0.00
C -1.0844 -5.8871 -1.3547 0.00
H -3.1826 -8.3874 -2.4168 0.00
H -4.3032 -6.4792 -1.9385 0.00
H -3.5086 -5.3390 -2.9438 0.00
H -3.6131 -5.1161 -1.1775 0.00
H -0.1160 -6.3216 -1.6027 0.00
H -0.9923 -4.8713 -1.7391 0.00
H -1.1940 -5.7188 -0.2833 0.00
C 2.1523 -0.9192 -3.9253 0.00
O 2.0312 0.3204 -4.1089 0.00
N 1.4087 -1.8849 -4.5508 -0.01
C 0.5064 -1.4666 -5.5933 0.02
C 1.5482 -3.2654 -4.2915 0.00
H 2.8376 -1.4327 -3.2332 0.00
H -0.5406 -1.5628 -5.3061 0.01
H 0.6600 -2.0805 -6.4808 0.00
H 0.6040 -0.4609 -6.0021 0.00
H 0.5508 -3.5933 -3.9985 0.00
H 1.9572 -3.7360 -5.1856 0.00
H 2.1759 -3.5038 -3.4329 0.00
C 3.1881 0.6728 -0.5401 0.00
O 2.6738 1.4495 -1.3267 0.00
N 4.3886 0.1338 -0.7617 0.00
C 4.8606 -0.9937 0.1194 0.00
C 5.3901 0.5409 -1.7149 0.00
H 2.8706 0.3965 0.4773 0.00
H 5.2630 -1.8012 -0.4923 0.00
H 4.0669 -1.4733 0.6922 0.00
H 5.5979 -0.6608 0.8499 0.00
H 5.3177 -0.0585 -2.6224 0.00
H 5.2457 1.5459 -2.1114 0.00
H 6.3244 0.3008 -1.2075 0.00
C -4.3535 1.5161 3.2130 -0.03
O -4.5473 0.8751 4.2247 0.00
N -3.6159 2.5967 3.2062 -0.01
C -3.3260 3.1616 1.8800 -0.02
C -3.0098 3.1694 4.3801 0.00
H -4.6328 1.0640 2.2488 0.04
H -3.9044 2.7641 1.0461 0.04
H -2.3219 3.0164 1.4814 -0.01
H -3.4508 4.2443 1.8595 0.00
H -3.3011 4.2197 4.3920 0.00
H -3.3950 2.7197 5.2952 0.00
H -1.9221 3.1271 4.4371 0.00
C 0.2366 1.6507 3.5513 0.00
O 1.0287 2.4750 3.0248 0.00
N 0.0195 1.3296 4.8480 0.00
C -1.1571 0.5201 5.1308 0.00
C 0.8255 1.7724 5.9585 0.00
H -0.5587 1.1579 2.9709 0.01
H -0.8662 -0.2048 5.8911 0.00
H -1.6863 -0.0129 4.3410 0.00
H -1.7868 1.2255 5.6730 0.00
H 1.2967 0.9002 6.4116 0.00
H 1.7097 2.2829 5.5767 0.00
H 0.4207 2.3984 6.7538 0.00
C 2.4923 5.1184 -0.9987 0.00
O 2.6471 4.1985 -1.8239 0.00
N 1.6670 4.9805 -0.0035 0.00
C 1.1971 6.2593 0.5702 0.00
C 0.7945 3.8176 0.1439 0.00
H 3.0567 6.0636 -0.9826 0.00
H 0.3540 6.6856 0.0265 0.00
H 1.9251 7.0691 0.6180 0.00
H 1.0326 6.0191 1.6206 0.00
H 0.2222 3.7960 1.0713 0.00
H 0.2031 3.5873 -0.7423 0.01
H 1.4372 2.9429 0.2437 0.00
```

***

# C12H50F6N21O19S2

A 16-piece molecular cluster, C12H50F6N21O19S2 overall at a distorted geometry (ωB97M-V/def2-TZVPD, the OMol25 dataset).

HOMO = -6.53 eV
orbital gap = 7.4 eV
LUMO energy = 0.909 eV
total charge = -1

```
110
Properties=species:S:1:pos:R:3:lowdin_charge:R:1
C 6.5567 -5.3400 23.7462 -0.67
F 6.3432 -6.2893 22.8709 0.13
F 5.3536 -4.9899 24.2021 0.16
F 7.3967 -5.7740 24.6565 0.15
S 7.4334 -3.8527 22.8917 0.74
O 6.5955 -3.4313 21.7250 -0.32
O 7.4925 -2.8401 23.9390 -0.30
N 8.9989 -4.5339 22.6230 -0.28
S 9.5388 -3.4872 21.6968 0.56
O 8.9968 -2.1248 21.7378 -0.29
O 11.0125 -3.5808 21.8105 -0.32
C 9.2619 -4.2510 19.8920 -0.63
F 10.0784 -5.3140 19.7678 0.09
F 7.9833 -4.6068 19.8614 0.11
F 9.6300 -3.3792 18.9757 0.16
O 6.8427 -5.5402 27.7712 -0.06
H 7.7709 -5.4589 27.9906 0.01
H 6.6301 -4.7226 27.3211 0.03
O 12.5900 -2.4326 23.7563 -0.06
H 12.2784 -3.0721 23.1159 -0.03
H 13.4378 -2.1462 23.4165 0.05
O 10.1479 -2.3158 25.1927 -0.04
H 10.9487 -2.2989 24.6686 -0.01
H 9.4398 -2.3274 24.5487 -0.02
O 9.6148 -4.8627 26.6562 -0.05
H 10.1533 -4.2091 26.2101 0.01
H 8.9154 -5.0626 26.0340 -0.01
O 12.9163 -5.3299 23.2244 -0.04
H 12.6366 -5.7894 24.0161 0.03
H 12.1628 -5.3840 22.6365 0.00
C 10.1647 -7.8742 22.8068 -0.83
O 10.7374 -8.9090 22.6796 0.05
N 9.4670 -7.5248 21.7747 0.17
N 10.2591 -7.0839 23.8216 0.20
H 8.9681 -6.6470 21.8008 0.05
H 9.4648 -8.1962 21.0201 0.11
H 10.9194 -7.2692 24.5631 0.13
H 9.8549 -6.1746 23.6484 0.06
C 2.8114 -6.9156 20.7581 -0.82
O 2.0084 -5.9991 20.7883 0.03
N 3.9486 -6.7711 21.4171 0.16
N 2.6671 -7.9426 20.0682 0.21
H 4.0749 -5.9326 21.9658 0.10
H 4.2128 -7.6455 21.8481 0.09
H 1.8405 -7.8786 19.4913 0.14
H 3.4773 -8.4808 19.7963 0.10
C 10.1423 -5.6793 16.1747 -0.81
O 10.9708 -6.0068 16.9769 0.04
N 8.8861 -5.6032 16.5205 0.18
N 10.3458 -5.5030 14.9395 0.19
H 8.8210 -6.0231 17.4367 0.11
H 8.2080 -5.2479 15.8617 0.12
H 9.6567 -5.1030 14.3188 0.13
H 11.1989 -5.9622 14.6541 0.14
C 1.8240 -7.3414 25.3139 -0.80
O 0.6335 -7.0825 25.4041 0.03
N 2.4906 -8.1703 26.0639 0.16
N 2.6374 -6.7154 24.5433 0.17
H 2.1042 -8.6568 26.8602 0.12
H 3.4641 -8.3550 25.8683 0.11
H 3.5757 -7.0616 24.4028 0.09
H 2.1900 -6.2078 23.7935 0.12
C 13.1282 -8.2664 18.2201 -0.80
O 13.3795 -9.4624 18.4426 0.00
N 12.2896 -7.7085 19.0161 0.16
N 13.5720 -7.5188 17.2824 0.18
H 11.5748 -7.0269 18.8051 0.06
H 11.9137 -8.4940 19.5279 0.12
H 14.2122 -7.8907 16.5954 0.12
H 13.1785 -6.6129 17.0711 0.08
C 13.8416 -4.0780 19.7778 -0.81
O 13.7134 -2.9794 20.2234 0.04
N 14.8842 -4.7655 19.9211 0.20
N 12.8860 -4.6977 19.1803 0.22
H 15.5496 -4.3217 20.5378 0.13
H 15.1453 -5.6593 19.5299 0.13
H 13.1319 -5.6320 18.8858 0.06
H 11.9417 -4.3596 19.2993 0.09
C 7.0923 1.6368 22.6256 -0.74
O 6.9469 1.9474 21.4021 -0.01
N 7.1559 2.4816 23.6323 0.15
N 7.2331 0.4421 23.0080 0.18
H 7.2552 2.1693 24.5877 0.10
H 7.4278 3.4435 23.4881 0.11
H 7.6169 -0.1733 22.3051 0.10
H 7.4019 0.2115 23.9767 0.12
C 5.8747 -9.3612 20.1214 -0.82
O 5.3432 -9.9648 21.0098 0.06
N 6.5162 -8.2495 20.3328 0.17
N 5.9636 -9.7228 18.8595 0.16
H 6.5426 -7.9383 21.2933 0.09
H 7.1876 -7.9844 19.6263 0.11
H 5.6745 -10.5836 18.4173 0.12
H 6.2446 -9.0421 18.1682 0.10
C 12.8860 0.1461 20.8914 -0.80
O 12.3348 1.1686 21.1062 0.05
N 14.1536 -0.0694 20.5108 0.16
N 12.1529 -0.9309 20.9411 0.16
H 14.3942 -1.0432 20.3926 0.06
H 14.7796 0.7192 20.4314 0.10
H 12.5573 -1.8563 20.9559 0.03
H 11.1937 -0.7056 21.1632 0.11
C 6.6275 -0.2433 19.0776 -0.80
O 6.5692 0.8666 18.4891 -0.01
N 5.8749 -0.6090 20.0610 0.17
N 7.4420 -1.1763 18.8203 0.17
H 5.7428 -1.5981 20.2168 0.09
H 5.2468 0.1464 20.2957 0.13
H 7.8914 -1.0579 17.9236 0.13
H 7.0911 -2.0534 19.1775 0.09
```

***

# C2H8OP

An isolated ion of composition C2H8OP and charge +1 (ωB97M-V/def2-TZVPD, the OMol25 dataset).

HOMO = -15.20 eV
orbital gap = 11.5 eV
LUMO energy = -3.658 eV
total charge = +1

```
12
Properties=species:S:1:pos:R:3:nbo_charge:R:1
O 1.7161 -0.5406 0.8285 -0.69
C 1.0904 0.5689 0.2468 -0.06
C -0.0167 0.1557 -0.7484 -0.74
P -1.4987 -0.2943 0.1593 0.81
H 1.9887 -1.1834 0.1621 0.48
H 1.7883 1.2450 -0.2529 0.21
H 0.6558 1.1251 1.0827 0.19
H 0.2712 -0.7336 -1.3163 0.27
H -0.2521 0.9391 -1.4713 0.29
H -2.3185 -1.1856 -0.5281 0.08
H -1.1411 -0.9067 1.3583 0.09
H -2.2832 0.8103 0.4794 0.07
```